Entry 1:
The following is a DFT calculation (ωB97M-V with the def2-TZVPD basis set) of the molecule C21H25N3O4S2.

Summary:
net charge	0
orbital gap	8.22	eV
2S+1	1
SMILES	CCOC(=O)CSc1nc2c(sc3ccccc32)c(=O)n1CCCN1CCOCC1
HOMO	-0.296	Ha

Geometry (Å):
C: -0.56 2.79 -3.22
C: -0.31 1.66 -2.23
O: -1.11 1.81 -1.06
C: -2.36 1.35 -1.12
O: -2.88 0.88 -2.09
C: -3.11 1.58 0.18
S: -2.03 1.45 1.63
C: -1.26 -0.07 1.23
N: -1.67 -0.65 0.15
C: -1.10 -1.83 -0.19
C: -0.14 -2.42 0.61
S: 0.42 -3.94 -0.02
C: -0.65 -3.78 -1.39
C: -0.78 -4.68 -2.44
C: -1.67 -4.39 -3.45
C: -2.43 -3.22 -3.42
C: -2.30 -2.32 -2.39
C: -1.41 -2.60 -1.36
C: 0.34 -1.80 1.80
O: 1.20 -2.20 2.56
N: -0.30 -0.56 2.05
C: 0.21 0.20 3.18
C: 1.52 0.90 2.83
C: 1.36 1.90 1.68
N: 2.57 2.65 1.44
C: 2.31 3.86 0.67
C: 3.61 4.66 0.53
O: 4.61 3.90 -0.10
C: 4.86 2.72 0.62
C: 3.60 1.87 0.77
H: -0.38 3.75 -2.75
H: 0.11 2.68 -4.07
H: -1.59 2.75 -3.58
H: 0.72 1.68 -1.87
H: -0.53 0.69 -2.69
H: -3.93 0.86 0.26
H: -3.51 2.60 0.20
H: -0.20 -5.59 -2.45
H: -1.79 -5.08 -4.27
H: -3.11 -3.01 -4.23
H: -2.87 -1.40 -2.36
H: 0.39 -0.51 3.99
H: -0.55 0.92 3.49
H: 2.25 0.14 2.58
H: 1.88 1.44 3.71
H: 0.57 2.61 1.95
H: 1.03 1.37 0.77
H: 1.57 4.46 1.20
H: 1.92 3.62 -0.34
H: 3.45 5.54 -0.08
H: 3.94 4.96 1.54
H: 5.63 2.18 0.07
H: 5.24 2.97 1.63
H: 3.83 0.99 1.36
H: 3.26 1.55 -0.24

Entry 2:
The following is a DFT calculation (ωB97M-V with the def2-TZVPD basis set) of the molecule C21H25N3O7S.

Summary:
net charge	0
orbital gap	8.60	eV
2S+1	1
SMILES	CCc1ccccc1N(CC(=O)N/N=C/c1ccc(OC(=O)OC)c(OC)c1)S(C)(=O)=O
HOMO	-0.302	Ha

Geometry (Å):
C: -1.53 -1.96 -1.11
C: -2.63 -1.03 -1.63
C: -3.97 -1.43 -1.07
C: -4.63 -2.54 -1.58
C: -5.84 -2.97 -1.05
C: -6.40 -2.29 0.01
C: -5.76 -1.18 0.53
C: -4.55 -0.76 0.00
N: -3.92 0.40 0.53
C: -3.43 0.41 1.89
C: -1.96 -0.05 1.91
O: -1.57 -1.02 2.51
N: -1.19 0.76 1.13
N: 0.10 0.48 0.87
C: 0.75 1.23 0.08
C: 2.13 0.96 -0.24
C: 2.82 1.79 -1.12
C: 4.15 1.52 -1.42
C: 4.78 0.43 -0.85
O: 6.10 0.15 -1.19
C: 6.99 0.10 -0.19
O: 6.81 0.45 0.94
O: 8.13 -0.38 -0.69
C: 9.21 -0.46 0.24
C: 4.09 -0.43 0.03
O: 4.79 -1.49 0.50
C: 4.16 -2.33 1.45
C: 2.77 -0.14 0.33
S: -4.17 1.83 -0.23
C: -5.69 2.52 0.48
O: -4.40 1.59 -1.62
O: -3.08 2.70 0.15
H: -0.56 -1.64 -1.51
H: -1.71 -2.98 -1.41
H: -1.47 -1.92 -0.02
H: -2.41 0.00 -1.37
H: -2.68 -1.10 -2.72
H: -4.20 -3.07 -2.41
H: -6.34 -3.83 -1.47
H: -7.34 -2.62 0.43
H: -6.20 -0.64 1.36
H: -3.48 1.43 2.27
H: -4.01 -0.26 2.53
H: -1.63 1.57 0.69
H: 0.28 2.11 -0.39
H: 2.33 2.64 -1.57
H: 4.71 2.14 -2.09
H: 10.04 -0.90 -0.31
H: 9.47 0.53 0.61
H: 8.93 -1.09 1.09
H: 3.88 -1.77 2.35
H: 4.91 -3.08 1.71
H: 3.28 -2.82 1.03
H: 2.19 -0.76 1.00
H: -5.84 3.50 0.05
H: -6.50 1.85 0.21
H: -5.58 2.59 1.56